[1]
Density functional theory data (wB97M-V/def2-TZVPD) for C5H9BN3O3Pd as an isolated structure.

CARTESIAN COORDINATES (ANGSTROEM)
Pd1 0.244505 -1.719648 -0.301436
O1 3.866263 -0.012635 -0.543773
O2 0.217737 -2.366338 1.584697
O3 1.406777 -2.319648 3.467984
N1 -2.163091 -1.863596 -1.012892
N2 0.773571 -1.000795 -2.163440
N3 1.901240 -0.883599 0.247690
C1 -1.588141 -2.746630 -1.512764
C2 2.357280 -1.245044 1.572175
C3 1.981524 -0.149991 -2.020644
C4 1.264349 -2.042312 2.289745
C5 2.699168 -0.374870 -0.686080
B1 -0.768171 -3.867462 -2.322273
H1 1.683278 0.898528 -2.057876
H2 -0.005391 -0.520624 -2.598011
H3 2.695433 -0.323422 -2.824459
H4 0.260220 -4.098815 -1.720959
H5 -0.524314 -3.357199 -3.409841
H6 0.957381 -1.833448 -2.718133
H7 3.259097 -1.862378 1.531736
H8 -1.451074 -4.856891 -2.445549
H9 2.597896 -0.366921 2.175724

Force components x, y, z for each atom (eV/Å):
Pd -0.15 0.46 0.00
O -0.07 -0.05 -0.01
O -0.18 -0.01 -0.06
O 0.00 -0.08 -0.11
N 0.50 -0.22 0.16
N 0.04 0.00 0.04
N -0.13 -0.45 0.00
C -0.02 -0.03 -0.06
C 0.03 -0.05 -0.05
C 0.00 -0.06 -0.05
C 0.00 0.18 0.28
C 0.10 0.32 0.00
B -0.08 0.07 -0.09
H 0.01 -0.02 0.02
H 0.03 0.04 -0.02
H -0.04 -0.01 -0.05
H 0.02 -0.04 0.00
H 0.01 -0.03 0.03
H -0.08 -0.02 0.03
H 0.02 0.01 -0.01
H -0.01 0.01 0.00
H -0.01 0.00 -0.04

Summary:
E_LUMO	0.1075	Eh
charge	-1
Kohn-Sham gap	8.7	eV
HOMO level	-5.74	eV

=====

[2]
Density functional theory data (wB97M-V/def2-TZVPD) for a 2-piece molecular cluster, C4H8O2 overall.

CARTESIAN COORDINATES (ANGSTROEM)
O1 0.242880 -0.665163 -0.832912
O2 2.040565 -0.228165 -2.058479
C1 2.088829 0.614721 0.196209
C2 -2.061805 -0.288208 1.007428
C3 1.513009 -0.065862 -1.002984
C4 -0.744123 0.067862 -1.324560
H1 1.456445 1.441110 0.534301
H2 2.171650 -0.109796 1.011272
H3 3.080313 0.987447 -0.068810
H4 -1.815567 0.213530 1.942045
H5 -1.548631 -1.254291 0.960364
H6 -1.557906 -0.671871 -1.486664
H7 -3.138344 -0.437177 0.909822
H8 -1.727315 0.395867 0.212963

Force components x, y, z for each atom (eV/Å):
O -0.18 0.03 -0.45
O -0.10 0.20 0.55
C 0.02 0.00 0.02
C -0.07 0.06 0.16
C 0.59 -0.01 -0.54
C 0.34 -0.42 -0.42
H -0.03 -0.18 -0.12
H -0.06 0.08 -0.05
H -0.20 -0.06 0.08
H -0.16 -0.11 0.12
H -0.08 0.31 -0.08
H 0.07 0.13 0.25
H 0.10 0.06 0.12
H -0.23 -0.09 0.35

Summary:
ΔE to the lowest compared entry with this formula, charge and spin	397.1	kJ/mol
E_LUMO	0.0199	Eh
charge	0
Kohn-Sham gap	9.6	eV
HOMO level	-9.07	eV

=====

[3]
Density functional theory data (wB97M-V/def2-TZVPD) for a 7-piece molecular cluster, C11H36O11 overall.

CARTESIAN COORDINATES (ANGSTROEM)
O1 1.528032 -6.607473 -0.809125
O2 -0.387548 -1.636663 -1.906175
O3 -3.347978 0.610527 -5.451395
O4 -5.012988 2.818007 -6.391395
O5 0.978362 -0.642533 0.780845
O6 4.928002 -0.257843 -2.048835
O7 0.755602 1.291267 7.269355
O8 -6.505288 0.213387 0.681955
O9 4.571612 0.619207 4.211685
O10 -2.033838 0.942987 6.114425
O11 7.161842 1.221637 -2.918475
C1 -1.675028 1.786837 7.225025
C2 -5.296378 2.097707 -5.167945
C3 4.661202 0.875897 -2.940595
C4 -4.787898 0.664037 -5.392885
C5 -7.786268 0.721727 0.739065
C6 -0.951778 -0.927283 -0.806195
C7 -0.289388 -1.225873 0.550385
C8 5.853852 0.861737 3.801535
C9 5.966552 1.313387 -3.653265
C10 -0.169208 2.318037 7.102165
C11 2.980762 -6.544543 -0.880555
H1 -5.099078 -0.014773 -4.598855
H2 -6.558028 -0.744373 0.643125
H3 5.839702 2.357147 -3.940605
H4 -4.084268 3.058997 -6.359555
H5 4.323042 1.597837 -2.197255
H6 -0.890848 0.142337 -1.006885
H7 6.244192 0.129937 3.094275
H8 1.319682 1.295617 6.492575
H9 7.491162 0.321077 -2.872185
H10 6.042142 0.734757 -4.573905
H11 3.841802 0.752097 -3.648665
H12 5.976392 1.869457 3.404565
H13 3.944822 0.352967 3.535045
H14 -7.927328 1.729887 0.349425
H15 -4.881738 2.603947 -4.296225
H16 -2.003058 -1.210923 -0.756675
H17 -1.023978 -0.967113 1.312955
H18 -1.660988 1.175127 8.127085
H19 -0.127358 -2.302323 0.605975
H20 -2.422468 2.580217 7.225565
H21 3.477522 -7.058503 -0.057645
H22 -2.999298 1.215307 -6.110385
H23 -8.440928 0.091387 0.137235
H24 1.513632 -0.915243 0.032035
H25 3.412652 -7.042533 -1.748635
H26 -5.172108 0.359037 -6.366255
H27 0.009422 3.134577 7.801775
H28 1.234062 -5.752923 -1.133065
H29 -2.247598 1.533407 5.388265
H30 -0.050328 2.830607 6.147575
H31 -0.888348 -1.317853 -2.660595
H32 -8.114658 0.643887 1.775495
H33 3.412262 -5.545723 -0.945785
H34 5.284452 -0.951133 -2.609095
H35 6.453072 0.807177 4.710405
H36 -6.369828 1.992437 -5.010685

Force components x, y, z for each atom (eV/Å):
O 1.70 0.24 -0.04
O 0.38 0.02 0.35
O -0.26 -0.28 0.62
O -0.48 0.00 0.80
O -0.40 0.59 -0.10
O -0.51 0.47 -1.37
O 0.26 -0.28 -0.08
O 1.81 0.03 -0.53
O -2.04 -0.41 0.92
O 0.35 0.05 0.53
O -0.05 0.42 0.28
C 1.78 -0.08 -0.93
C 0.26 -1.00 -0.86
C 1.19 -0.12 2.01
C 0.91 0.96 0.00
C -1.65 -0.68 0.29
C 0.03 0.20 0.41
C -0.25 -1.00 -1.03
C 1.30 0.27 -0.10
C -0.78 -0.23 -0.25
C -2.08 0.69 -0.30
C 0.19 -0.37 -0.25
H 0.09 0.00 -0.07
H 0.05 0.09 0.03
H 0.12 0.05 -0.04
H 0.01 0.21 0.00
H 0.13 0.41 -0.29
H -0.03 0.24 0.12
H 0.00 -0.04 -0.14
H 0.11 -0.29 0.11
H -0.28 -0.05 -0.01
H 0.10 -0.11 -0.24
H 0.08 -0.47 -0.13
H 0.05 0.11 -0.28
H 0.39 0.10 -0.33
H 0.68 0.07 0.16
H 0.22 -0.13 0.00
H -0.19 0.08 0.37
H 0.44 0.35 0.22
H -0.49 0.02 -0.06
H -0.42 -0.35 0.04
H 0.31 0.32 0.68
H -0.59 0.11 0.42
H -0.29 -0.04 -0.21
H -0.39 0.03 -0.05
H 0.31 0.06 -0.06
H -0.58 -0.25 -0.44
H -0.31 -0.23 0.10
H -0.15 -0.13 0.61
H -0.26 -0.03 -0.01
H 0.00 -0.07 -0.13
H -0.07 -0.24 -0.44
H 0.17 -0.18 -0.32
H -0.48 0.46 0.08
H -0.49 0.31 0.32
H -0.02 -0.37 0.05
H 0.24 -0.02 -0.09
H -0.14 0.50 -0.36

Summary:
ΔE to the lowest compared entry with this formula, charge and spin	192.1	kJ/mol
E_LUMO	0.0082	Eh
charge	0
SMILES string	OCCO.OCCO.OCCO.OCCO.CO.CO.CO
Kohn-Sham gap	9.9	eV
HOMO level	-9.69	eV

=====

[4]
Density functional theory data (wB97M-V/def2-TZVPD) for C15H36N6O3PRh as an isolated structure.

CARTESIAN COORDINATES (ANGSTROEM)
Rh1 0.693176 0.777439 -0.256072
P1 -1.094806 -0.803615 0.276747
O1 1.110211 -1.180815 -0.529579
O2 2.036346 2.711937 -1.878218
O3 0.789411 1.132855 -2.911359
N1 2.636653 1.560825 0.386275
N2 0.261810 1.923244 1.888400
N3 -3.551847 -1.528897 1.365699
N4 -0.957547 2.454341 -0.641674
N5 -1.736311 -3.080576 1.670872
N6 -2.779171 -2.861873 -0.521116
C1 -2.904922 -2.461499 2.287634
C2 1.305209 1.615114 -1.946293
C3 3.404654 -1.133610 -1.369116
C4 1.991240 -1.644884 -1.558989
C5 -2.713887 -0.353996 1.086004
C6 2.267728 3.423625 -3.144999
C7 -0.690537 3.036256 1.711288
C8 -0.629620 -2.146055 1.459082
C9 -2.095614 -3.799638 0.500359
C10 1.566497 2.263887 2.461657
C11 -3.977327 -2.197299 0.186567
C12 1.957946 -3.160092 -1.560761
C13 -0.683683 3.569763 0.288496
C14 -1.817736 -1.836334 -1.060117
C15 2.513625 2.670374 1.367269
H1 3.411596 -0.042089 -1.347150
H2 -2.522157 0.171091 2.024640
H3 1.489545 3.042273 3.224935
H4 1.957985 1.364421 2.942021
H5 1.537179 3.104804 -3.879559
H6 -1.005231 -2.341486 -1.580086
H7 -2.821866 -4.578282 0.728611
H8 4.051346 -1.455792 -2.186384
H9 -1.420634 4.371907 0.215994
H10 -0.942271 2.770987 -1.605245
H11 0.935535 -3.534245 -1.674452
H12 2.547357 -3.553764 -2.389941
H13 1.642647 -1.294199 -2.536381
H14 -3.278811 0.331026 0.447335
H15 3.169462 1.880897 -0.413677
H16 -0.482947 3.856813 2.403268
H17 -3.619309 -3.234682 2.569655
H18 -2.345399 -1.206870 -1.776739
H19 0.287258 3.982441 0.021626
H20 0.237564 -2.661778 1.053421
H21 3.479951 2.923821 1.806145
H22 -1.226378 -4.233647 0.009821
H23 -4.676101 -2.996974 0.426999
H24 2.174978 4.477908 -2.911326
H25 -2.598846 -1.930219 3.186274
H26 -4.432028 -1.513349 -0.527635
H27 -1.691198 2.662933 1.942779
H28 2.154013 3.547865 0.834240
H29 3.274712 3.191079 -3.476923
H30 3.139168 0.782510 0.804838
H31 3.822560 -1.508579 -0.430367
H32 -0.166296 1.252930 2.513766
H33 -0.337818 -1.705521 2.413673
H34 -1.891394 2.102769 -0.461533
H35 -3.127921 -3.421410 -1.301153
H36 2.372252 -3.556067 -0.629544

Force components x, y, z for each atom (eV/Å):
Rh 1.26 0.86 0.86
P -0.32 0.16 -0.12
O 1.06 -0.12 -0.26
O 0.13 0.33 -0.28
O 0.22 0.38 -0.74
N -0.82 -0.44 0.19
N -0.73 -0.10 0.59
N -0.05 0.10 -0.01
N 0.30 0.49 0.41
N 0.08 -0.02 -0.03
N 0.06 0.05 0.02
C 0.02 0.05 -0.13
C -1.45 -1.57 -0.05
C 0.03 0.01 0.18
C -0.15 0.16 -0.09
C -0.04 -0.05 -0.10
C 0.06 -0.10 0.16
C 0.25 0.05 -0.10
C 0.09 -0.03 0.02
C 0.04 0.09 0.04
C 0.00 -0.10 -0.10
C 0.09 0.05 0.07
C -0.02 -0.13 0.14
C -0.17 -0.02 -0.04
C 0.05 -0.09 -0.15
C 0.13 0.02 -0.09
H 0.08 -0.05 -0.13
H -0.02 -0.02 0.02
H 0.03 0.05 -0.01
H -0.01 0.03 0.08
H -0.02 0.01 -0.02
H 0.00 -0.06 0.01
H -0.05 0.00 -0.01
H -0.02 0.02 0.03
H -0.03 0.02 -0.06
H -0.03 -0.02 -0.03
H 0.05 0.00 -0.02
H -0.02 0.00 0.03
H -0.17 0.09 0.02
H 0.00 0.02 0.01
H 0.07 -0.01 0.03
H -0.01 -0.03 0.05
H 0.00 -0.03 -0.01
H -0.06 -0.02 -0.01
H 0.00 0.05 0.01
H 0.02 0.00 0.00
H 0.11 -0.05 -0.15
H 0.03 0.03 -0.04
H 0.01 -0.05 -0.01
H 0.01 0.03 0.00
H -0.01 0.01 0.01
H 0.01 0.03 -0.03
H -0.02 0.04 0.01
H 0.03 0.00 -0.03
H 0.01 -0.01 -0.03
H 0.00 -0.07 -0.04
H 0.01 0.03 -0.02
H -0.03 0.03 0.06
H -0.03 -0.03 0.03
H -0.03 -0.02 -0.10
H 0.00 -0.03 0.00
H -0.04 0.00 -0.03

Summary:
ΔE to the lowest compared entry with this formula, charge and spin	245.1	kJ/mol
E_LUMO	-0.2217	Eh
charge	+2
Kohn-Sham gap	7.6	eV
HOMO level	-13.59	eV

=====

[5]
Density functional theory data (wB97M-V/def2-TZVPD) for C20H43N2P3PbSe as an isolated structure.

CARTESIAN COORDINATES (ANGSTROEM)
Pb1 -0.124722 0.069458 0.058134
Se1 -3.580868 4.710447 0.328369
P1 1.835896 1.857779 -0.116616
P2 -0.607788 0.722355 2.486715
P3 1.681803 -1.893798 0.252750
N1 -1.709709 -1.563861 0.090639
N2 -2.328234 -3.940442 0.101746
C1 -4.297143 5.673087 -4.248895
C2 2.899249 -1.752977 -1.086654
C3 3.310403 1.542518 0.881408
C4 -3.862528 5.066970 -1.536330
C5 -2.127835 -4.752783 -1.118508
C6 -2.073964 -2.683379 0.085566
C7 2.581249 -1.964633 1.833239
C8 -1.379152 -0.629019 3.383808
C9 0.855054 1.185968 3.422018
C10 -2.594784 -4.590719 1.394259
C11 -4.713443 6.568737 -3.250056
C12 -4.499622 6.270371 -1.905171
C13 -3.449676 4.172221 -2.538441
C14 -0.155754 0.169037 -2.431073
C15 -0.947698 1.171264 -1.956042
C16 1.093375 3.426155 0.403537
C17 0.998334 -3.568592 0.057244
C18 2.410143 2.107809 -1.811690
C19 -3.663927 4.474991 -3.882988
C20 -1.732483 2.125018 2.458955
H1 3.272149 -2.810258 1.691895
H2 -2.338316 -0.913191 2.904003
H3 -2.734477 -5.646741 1.196961
H4 0.904799 0.327812 -2.701138
H5 -4.464634 5.906017 -5.299041
H6 -5.207053 7.503689 -3.522400
H7 -0.578466 2.205577 -1.786939
H8 0.180914 3.638471 -0.191630
H9 3.854580 2.490622 0.753232
H10 0.857226 3.426307 1.484487
H11 -3.078199 -5.230133 -1.361593
H12 3.870639 0.682082 0.457395
H13 -0.679111 -1.491701 3.435489
H14 3.118784 2.939685 -1.678776
H15 1.563575 2.389009 -2.467800
H16 -2.961880 3.237933 -2.248432
H17 0.391460 1.386561 4.395913
H18 2.363273 -1.818111 -2.057058
H19 0.368253 -3.827437 0.932138
H20 -3.337668 3.773162 -4.654027
H21 -1.333919 -5.494288 -0.953382
H22 3.545779 -2.628306 -0.927096
H23 3.463128 -0.801309 -1.008115
H24 0.417324 -3.635925 -0.886986
H25 -4.822297 6.965351 -1.124228
H26 -2.675285 1.847184 1.942974
H27 3.045358 1.362798 1.942820
H28 1.882554 -4.229840 0.006449
H29 1.856702 -2.165170 2.654213
H30 -2.925478 3.380888 0.086263
H31 1.894072 4.139394 0.167316
H32 -3.507429 -4.127308 1.823356
H33 3.124158 -1.011591 2.004010
H34 -1.888583 2.296159 3.534743
H35 -1.264786 3.003987 1.965562
H36 -1.762173 -4.419384 2.112682
H37 2.912208 1.191815 -2.181057
H38 -1.513491 -0.150122 4.368424
H39 1.338177 2.091725 3.008871
H40 -2.033128 1.018430 -1.757843
H41 -0.551813 -0.842003 -2.661781
H42 1.557525 0.330217 3.471698
H43 -1.830503 -4.067948 -1.948261

Force components x, y, z for each atom (eV/Å):
Pb 1.12 -0.07 1.76
Se -0.14 -0.01 -1.76
P -0.23 -0.87 0.06
P 0.24 -0.39 -0.09
P -0.19 -0.26 -0.15
N -1.77 -1.73 -0.11
N 0.22 0.11 -0.12
C -0.14 0.28 0.20
C -0.26 0.22 0.14
C -0.03 0.36 -0.09
C 0.20 -0.23 1.22
C 0.08 0.46 -0.65
C 0.89 0.48 -0.06
C -0.32 0.43 -0.11
C -0.02 0.19 0.07
C -0.18 0.08 0.13
C -0.41 0.74 0.87
C -0.05 0.17 0.83
C -0.49 0.93 -0.39
C 0.22 -0.52 -1.24
C -0.14 0.02 -2.34
C -0.58 -0.01 -0.79
C 0.28 0.02 -0.07
C -0.19 0.17 -0.10
C 0.09 0.23 0.28
C 0.50 -0.88 0.94
C -0.05 0.03 0.08
H -0.01 0.29 0.45
H 0.54 0.14 0.49
H -0.09 -0.07 0.19
H -0.81 -0.02 0.21
H 0.02 -0.04 0.21
H 0.15 -0.30 0.10
H -0.17 -0.84 -0.28
H 0.59 0.03 0.34
H 0.52 -0.49 0.46
H 0.24 0.19 -0.66
H 0.21 -0.08 -0.10
H -0.19 0.73 0.35
H -0.55 0.56 0.13
H 0.00 -0.20 -0.77
H 0.69 0.01 0.24
H -0.21 0.30 -0.24
H 0.78 0.17 0.27
H 0.52 -0.04 0.49
H 0.38 0.05 -0.55
H -0.14 0.25 0.26
H -0.32 0.18 0.02
H 0.16 0.36 -0.44
H -0.19 -0.75 -0.18
H 0.41 -0.07 0.62
H 0.05 -0.15 -0.37
H 0.48 0.15 0.49
H 0.39 0.20 -0.72
H -0.49 0.03 0.03
H 0.65 0.05 -0.46
H -0.34 0.60 0.00
H -0.52 0.45 0.28
H 0.44 -0.64 -0.17
H -0.19 -0.77 0.04
H -0.42 0.51 -0.35
H -0.31 -0.54 0.49
H -0.40 -0.30 -0.55
H -0.13 0.68 0.09
H -0.35 -0.82 0.04
H -0.27 -0.54 0.49
H 0.86 0.00 -0.39
H 0.08 0.81 0.21
H -0.38 0.57 0.16
H -0.31 -0.63 0.56

Summary:
ΔE to the lowest compared entry with this formula, charge and spin	0.0	kJ/mol
E_LUMO (spin up / spin down)	-0.4480 / -0.5017	Eh
charge	+4
Kohn-Sham gap (spin up / spin down)	7.5 / 4.0	eV
HOMO level (spin up / spin down)	-19.72 / -17.67	eV

=====

[6]
Density functional theory data (wB97M-V/def2-TZVPD) for one molecule with the formula C3H6N2OS.

CARTESIAN COORDINATES (ANGSTROEM)
S1 -0.946450 -0.596573 1.209451
O1 -2.300652 -0.270871 -1.096130
N1 0.191835 0.131283 0.203345
N2 1.183185 -1.882706 -0.100401
C1 1.171337 -0.611750 -0.294063
C2 0.403284 1.672305 0.175622
C3 -2.243648 -0.615471 0.050120
H1 1.223640 1.664430 -0.599503
H2 0.741830 1.961969 1.387262
H3 2.106351 -2.327706 -0.469472
H4 2.079828 0.016692 -0.680341
H5 -3.038045 -1.244159 0.468472
H6 -0.572491 2.102559 -0.254368

Force components x, y, z for each atom (eV/Å):
S 0.30 0.89 -0.65
O 0.58 0.67 0.20
N -0.82 3.40 0.76
N 2.39 -0.42 -1.41
C 3.30 -1.63 0.03
C -0.26 -2.19 1.72
C -0.87 -1.52 -0.27
H -0.78 1.16 1.18
H -1.07 -0.24 -3.99
H -2.21 1.17 0.70
H -1.70 -1.24 0.26
H -0.56 0.17 0.36
H 1.69 -0.21 1.10

Summary:
ΔE to the lowest compared entry with this formula, charge and spin	327.4	kJ/mol
E_LUMO	0.0258	Eh
charge	0
SMILES string	[H]/N=C/N(C)SC=O
Kohn-Sham gap	9.8	eV
HOMO level	-9.05	eV

=====

| no. | E (eV) |
| --- | --- |
| 1 | -20102.65838 |
| 2 | -8369.16617 |
| 3 | -34507.99557 |
| 4 | -43503.77559 |
| 5 | -122834.91257 |
| 6 | -19068.77382 |